No. 1
Here is a structure of composition C33H27DyN12O2 from the OMol25 dataset. Energies are from ωB97M-V/def2-TZVPD.

The value obtained for the gap between HOMO and LUMO (alpha / beta) is 7.45 / 7.46 eV. Its expectation value of S² is 9.3240. Its HOMO energy (alpha / beta) is -3.2 / -3.2 eV. The calculation puts the largest force on an atom at 0.585 eV/Å. The LUMO energy (alpha / beta) comes out at 4.3 / 4.3 eV.

The geometry in ORCA input format:
```
! RIJCOSX wB97M-V def2-TZVPD def2/J DEFGRID3
* xyz -2 6
Dy -0.931 -0.174 -0.031
C 0.257 -1.845 -4.142
C -0.759 -0.754 -4.344
C -1.607 -0.767 -5.449
C -2.524 0.252 -5.666
C -2.599 1.299 -4.759
C -1.772 1.341 -3.639
C -1.856 2.490 -2.663
C -0.849 0.308 -3.432
N -0.044 0.328 -2.267
C 1.278 0.446 -2.424
O 1.919 0.631 -3.464
C 2.069 0.321 -1.134
C 3.427 0.564 -1.136
C 4.120 0.449 0.059
C 3.445 0.083 1.214
C 2.088 -0.151 1.134
N 1.427 -0.037 -0.020
C 1.304 -0.466 2.397
O 1.951 -0.650 3.433
N -0.022 -0.453 2.228
C -0.853 -0.428 3.381
C -1.814 -1.431 3.570
C -1.918 -2.586 2.609
C -2.697 -1.341 4.644
C -2.645 -0.275 5.528
C -1.695 0.717 5.331
C -0.794 0.660 4.272
C 0.220 1.757 4.092
H 0.114 -2.638 -4.878
H 0.167 -2.277 -3.143
H 1.271 -1.449 -4.241
H -1.536 -1.593 -6.152
H -3.175 0.228 -6.533
H -3.315 2.102 -4.912
H -2.534 3.258 -3.037
H -0.876 2.935 -2.483
H -2.228 2.170 -1.690
H 3.893 0.848 -2.069
H 5.185 0.653 0.092
H 3.925 -0.018 2.177
H -0.942 -2.898 2.245
H -2.511 -2.329 1.729
H -2.410 -3.436 3.088
H -3.442 -2.121 4.774
H -3.345 -0.212 6.355
H -1.648 1.565 6.008
H -0.001 2.593 4.758
H 0.227 2.130 3.066
H 1.226 1.389 4.305
N -3.066 2.831 1.095
C -3.714 1.673 0.741
N -5.022 1.546 0.762
N -5.243 0.267 0.345
N -4.133 -0.324 0.093
N -3.113 0.556 0.338
C -1.712 3.056 0.960
N -1.157 4.219 1.232
N 0.159 4.026 0.957
N 0.362 2.820 0.551
N -0.832 2.158 0.539
H -3.634 3.608 1.370
C -0.850 -2.537 -0.560
C -0.601 -3.735 -0.537
C -0.310 -5.142 -0.505
C -0.873 -6.023 -1.434
C -0.568 -7.377 -1.410
C 0.306 -7.886 -0.457
C 0.871 -7.022 0.476
C 0.568 -5.668 0.454
H -1.551 -5.624 -2.178
H -1.015 -8.039 -2.141
H 0.544 -8.943 -0.440
H 1.554 -7.405 1.224
H 1.009 -4.992 1.176
*
```

---

No. 2
Here is a structure of composition C33H27IN3O2S4Ti from the OMol25 dataset. Energies are from ωB97M-V/def2-TZVPD.

The value obtained for the gap between HOMO and LUMO is 6.50 eV. Its HOMO energy is -10.1 eV. The calculation puts the largest force on an atom at 3.070 eV/Å. The LUMO energy comes out at -3.6 eV.

The geometry in ORCA input format:
```
! RIJCOSX wB97M-V def2-TZVPD def2/J DEFGRID3
* xyz 1 1
Ti -0.280 -0.125 0.217
S -1.984 1.383 -0.571
C -1.551 1.979 -2.149
C -2.521 2.630 -2.915
C -2.201 3.174 -4.141
C -0.906 3.084 -4.635
C 0.062 2.427 -3.901
C -0.264 1.868 -2.674
S 0.974 0.925 -1.796
C 1.008 -0.458 -3.008
C 1.622 -1.703 -2.452
C 2.108 -2.682 -3.311
C 2.593 -3.861 -2.770
C 2.572 -4.020 -1.395
C 2.086 -2.984 -0.610
C 2.088 -3.101 0.881
S 0.625 -2.296 1.627
C -0.568 -3.458 0.978
C -0.657 -4.660 1.666
C -1.477 -5.672 1.211
C -2.225 -5.477 0.058
C -2.152 -4.280 -0.620
C -1.328 -3.242 -0.174
S -1.337 -1.777 -1.129
N 1.613 -1.850 -1.130
H -3.524 2.686 -2.522
H -2.965 3.673 -4.717
H -0.655 3.514 -5.591
H 1.068 2.342 -4.278
H 1.551 -0.107 -3.886
H -0.037 -0.657 -3.278
H 2.086 -2.527 -4.377
H 2.976 -4.647 -3.403
H 2.928 -4.924 -0.928
H 2.960 -2.594 1.299
H 2.089 -4.144 1.196
H -0.068 -4.792 2.563
H -1.522 -6.605 1.748
H -2.869 -6.262 -0.308
H -2.726 -4.118 -1.519
C -3.906 -1.624 1.510
C -3.559 -0.426 2.329
N -4.480 0.127 3.081
C -4.216 1.232 3.765
C -3.015 1.915 3.693
C -2.839 3.224 4.424
O -1.660 3.283 5.193
C -2.000 1.359 2.884
C -0.770 2.064 2.650
N 0.084 1.819 1.712
C 1.096 2.783 1.574
C 0.824 4.151 1.693
C 1.840 5.085 1.655
C 3.157 4.683 1.492
C 3.449 3.340 1.323
C 2.420 2.418 1.350
I 2.854 0.351 1.150
C -2.258 0.133 2.232
O -1.319 -0.441 1.529
H -4.965 -1.843 1.616
H -3.323 -2.491 1.829
H -3.670 -1.424 0.459
H -5.029 1.598 4.376
H -3.723 3.410 5.043
H -2.763 4.046 3.705
H -1.720 2.656 5.921
H -0.596 2.915 3.310
H -0.200 4.468 1.810
H 1.605 6.131 1.773
H 3.958 5.406 1.501
H 4.467 3.006 1.187
*
```

---

No. 3
Here is a structure of composition C33H27KN6O4S2 from the OMol25 dataset. Energies are from ωB97M-V/def2-TZVPD.

The value obtained for the gap between HOMO and LUMO is 7.46 eV. Its HOMO energy is -7.7 eV. The calculation puts the largest force on an atom at 2.206 eV/Å. The LUMO energy comes out at -0.2 eV.

The geometry in ORCA input format:
```
! RIJCOSX wB97M-V def2-TZVPD def2/J DEFGRID3
* xyz 0 1
K 0.966 1.435 -0.455
O 2.157 -5.087 3.345
C 1.949 -3.866 4.033
C 2.152 -2.712 3.090
C 2.219 -1.415 3.577
C 2.376 -0.380 2.673
N 2.451 -0.553 1.355
C 2.365 -1.799 0.880
C 2.232 -2.903 1.720
C 2.316 -1.952 -0.613
C 2.337 -3.201 -1.219
C 2.147 -3.296 -2.593
C 2.150 -4.638 -3.270
O 1.594 -5.602 -2.381
C 1.968 -2.127 -3.313
C 2.018 -0.914 -2.638
N 2.173 -0.824 -1.316
H 2.013 -5.814 3.956
H 2.637 -3.763 4.877
H 0.929 -3.811 4.428
H 2.149 -1.208 4.638
H 2.449 0.644 3.025
H 2.169 -3.909 1.333
H 2.470 -4.108 -0.647
H 3.180 -4.906 -3.524
H 1.581 -4.573 -4.200
H 1.497 -6.434 -2.853
H 1.788 -2.145 -4.381
H 1.870 0.020 -3.178
N 3.572 2.875 -1.711
N 2.822 2.984 -2.913
C 1.428 2.650 -2.801
O 1.004 1.857 -3.672
O 0.798 3.145 -1.839
H 4.292 3.584 -1.704
H 4.020 1.967 -1.654
H 3.227 2.471 -3.683
S -0.063 7.210 0.355
C -0.687 8.795 0.275
C -2.046 8.803 0.347
C -2.587 7.495 0.464
C -1.636 6.515 0.478
C -1.831 5.058 0.567
C -0.770 4.196 0.916
N -0.868 2.890 0.997
C -2.054 2.318 0.697
C -3.186 3.077 0.374
C -4.430 2.419 0.081
C -4.520 1.075 0.078
C -3.369 0.261 0.357
C -3.407 -1.139 0.277
C -2.270 -1.878 0.503
C -1.105 -1.162 0.848
N -1.032 0.147 0.925
C -2.145 0.869 0.672
C -2.212 -3.341 0.370
C -1.124 -4.107 0.067
C -1.415 -5.498 -0.003
C -2.723 -5.765 0.253
S -3.608 -4.335 0.570
C -3.045 4.470 0.314
H -0.017 9.634 0.176
H -2.641 9.705 0.317
H -3.648 7.295 0.545
H 0.206 4.614 1.141
H -5.294 3.030 -0.152
H -5.458 0.585 -0.157
H -4.333 -1.628 -0.007
H -0.194 -1.710 1.071
H -0.145 -3.691 -0.143
H -0.680 -6.252 -0.244
H -3.226 -6.719 0.271
H -3.900 5.073 0.032
*
```

---

No. 4
Here is a structure of composition C33H27N3OPPtSe from the OMol25 dataset. Energies are from ωB97M-V/def2-TZVPD.

The value obtained for the gap between HOMO and LUMO (alpha / beta) is 6.25 / 6.25 eV. Its HOMO energy (alpha / beta) is -10.5 / -10.5 eV. The calculation puts the largest force on an atom at 0.476 eV/Å. The LUMO energy (alpha / beta) comes out at -4.3 / -4.3 eV.

The geometry in ORCA input format:
```
! RIJCOSX wB97M-V def2-TZVPD def2/J DEFGRID3
* xyz 1 1
Pt -0.665 0.593 0.922
O 0.410 0.291 2.610
C 0.566 1.245 3.535
C 0.551 0.873 4.881
C 0.758 1.809 5.873
C 0.985 3.152 5.563
C 1.016 3.532 4.241
C 0.820 2.593 3.224
C 0.922 2.962 1.827
N 0.425 2.275 0.814
C 0.773 2.902 -0.365
C 1.493 4.002 -0.049
N 1.577 4.026 1.329
H 0.374 -0.165 5.121
H 0.734 1.495 6.907
H 1.126 3.881 6.347
H 1.168 4.573 3.983
H 0.480 2.509 -1.321
H 1.944 4.754 -0.665
H 2.101 4.682 1.883
Se 0.688 -1.075 -0.237
C 2.338 -0.132 -0.356
C 2.832 0.188 -1.619
C 4.063 0.820 -1.748
C 4.787 1.151 -0.618
C 4.300 0.829 0.644
C 3.088 0.175 0.781
H 2.261 -0.072 -2.500
H 4.453 1.050 -2.729
H 5.743 1.646 -0.716
H 4.880 1.072 1.524
H 2.708 -0.095 1.751
N -2.157 0.112 -0.003
P -2.616 -0.366 -1.484
C -2.150 -2.031 -1.956
C -1.877 -2.375 -3.275
C -1.549 -3.687 -3.585
C -1.497 -4.645 -2.585
C -1.781 -4.302 -1.270
C -2.109 -2.997 -0.951
C -4.410 -0.317 -1.527
C -5.107 0.373 -0.538
C -6.490 0.444 -0.598
C -7.172 -0.167 -1.638
C -6.477 -0.858 -2.623
C -5.098 -0.937 -2.568
C -2.024 0.826 -2.696
C -2.823 1.921 -3.018
C -2.344 2.896 -3.880
C -1.076 2.779 -4.426
C -0.279 1.684 -4.115
C -0.749 0.709 -3.252
H -1.911 -1.628 -4.056
H -1.333 -3.958 -4.608
H -1.238 -5.665 -2.831
H -1.743 -5.051 -0.493
H -2.325 -2.723 0.073
H -4.561 0.837 0.271
H -7.034 0.974 0.171
H -8.250 -0.111 -1.680
H -7.013 -1.340 -3.428
H -4.560 -1.487 -3.329
H -3.815 2.012 -2.598
H -2.966 3.743 -4.128
H -0.709 3.536 -5.104
H 0.708 1.588 -4.547
H -0.135 -0.147 -2.998
*
```

---

No. 5
Here is a structure of composition C33H27NO2Se2Te2Ti from the OMol25 dataset. Energies are from ωB97M-V/def2-TZVPD.

The value obtained for the gap between HOMO and LUMO (alpha / beta) is 3.22 / 3.24 eV. Its HOMO energy (alpha / beta) is 0.6 / 0.6 eV. The calculation puts the largest force on an atom at 6.650 eV/Å. The LUMO energy (alpha / beta) comes out at 3.8 / 3.8 eV.

The geometry in ORCA input format:
```
! RIJCOSX wB97M-V def2-TZVPD def2/J DEFGRID3
* xyz -2 1
Ti 0.206 -0.213 0.057
O -0.079 0.909 -1.250
C 0.779 1.498 -2.147
C 2.076 0.633 -2.206
C 2.795 0.574 -0.886
C 4.098 0.965 -0.710
C 4.741 0.738 0.517
C 4.040 0.028 1.503
C 2.742 -0.352 1.279
C 1.924 -1.133 2.269
C 0.778 -0.196 2.752
O -0.146 -0.032 1.764
C 1.516 1.090 3.144
C 1.514 2.233 2.358
C 2.328 3.304 2.687
C 3.135 3.248 3.810
C 3.110 2.126 4.620
C 2.306 1.056 4.292
C 0.032 -0.682 3.986
C -0.850 0.234 4.552
C -1.569 -0.088 5.683
C -1.421 -1.336 6.263
C -0.580 -2.265 5.679
C 0.142 -1.947 4.540
N 2.088 -0.007 0.133
C 0.126 1.562 -3.533
C 0.848 1.952 -4.656
C 0.230 2.021 -5.889
C -1.113 1.704 -6.021
C -1.840 1.326 -4.907
C -1.222 1.255 -3.673
C 1.013 2.950 -1.727
C 2.200 3.640 -1.933
C 2.310 4.969 -1.556
C 1.238 5.622 -0.973
C 0.054 4.938 -0.761
C -0.058 3.614 -1.138
H 2.761 0.952 -2.995
H 1.726 -0.387 -2.457
H 4.645 1.418 -1.529
H 5.763 1.049 0.677
H 4.528 -0.243 2.430
H 2.550 -1.450 3.108
H 1.486 -2.025 1.789
H 0.888 2.298 1.473
H 2.343 4.178 2.053
H 3.787 4.075 4.054
H 3.735 2.078 5.502
H 2.301 0.176 4.924
H -0.963 1.208 4.094
H -2.243 0.640 6.111
H -1.974 -1.586 7.159
H -0.482 -3.250 6.115
H 0.790 -2.694 4.105
H 1.893 2.219 -4.576
H 0.802 2.329 -6.755
H -1.594 1.758 -6.987
H -2.890 1.088 -4.977
H -1.815 0.964 -2.808
H 3.045 3.141 -2.384
H 3.242 5.494 -1.728
H 1.329 6.659 -0.682
H -0.793 5.430 -0.310
H -0.992 3.093 -0.962
Se 0.192 -2.380 -0.842
Te -2.310 -0.696 -0.377
Te -4.842 -1.191 -1.185
Se -2.607 1.472 0.659
*
```

---

No. 6
Here is a structure of composition C33H28As2NO4W from the OMol25 dataset. Energies are from ωB97M-V/def2-TZVPD.

The value obtained for the gap between HOMO and LUMO (alpha / beta) is 7.00 / 6.34 eV. Its expectation value of S² is 2.0225. Its HOMO energy (alpha / beta) is -17.2 / -17.2 eV. The calculation puts the largest force on an atom at 0.828 eV/Å. The LUMO energy (alpha / beta) comes out at -10.2 / -10.9 eV.

The geometry in ORCA input format:
```
! RIJCOSX wB97M-V def2-TZVPD def2/J DEFGRID3
* xyz 3 3
W -0.377 -0.921 0.993
O 1.360 -0.829 -0.104
C 2.128 0.147 -0.372
C 1.831 1.509 -0.174
C 2.766 2.481 -0.588
C 2.431 3.796 -0.437
C 1.209 4.191 0.105
C 0.282 3.248 0.519
C 0.592 1.903 0.394
O -0.291 0.984 0.813
N 3.399 4.835 -0.870
O 4.429 4.433 -1.357
O 3.067 5.982 -0.699
H 3.095 -0.121 -0.803
H 3.721 2.214 -1.024
H 1.006 5.251 0.195
H -0.666 3.551 0.942
C -2.706 -3.838 0.101
C -3.616 -2.634 0.334
As -2.764 -0.913 -0.057
C -2.639 -0.718 -1.950
C -1.538 -0.076 -2.510
C -1.474 0.109 -3.883
C -2.508 -0.350 -4.689
C -3.607 -0.987 -4.127
C -3.681 -1.174 -2.754
C -3.828 0.479 0.695
C -4.073 1.626 -0.053
C -4.826 2.649 0.507
C -5.323 2.526 1.797
C -5.078 1.376 2.541
C -4.326 0.351 1.991
As -0.825 -3.439 0.403
C 0.438 -4.745 -0.139
C 1.310 -4.442 -1.181
C 2.206 -5.412 -1.603
C 2.221 -6.657 -0.987
C 1.343 -6.948 0.054
C 0.438 -5.994 0.485
C -0.467 -2.886 2.241
C 0.870 -2.468 2.355
C 1.271 -1.409 3.209
C 0.307 -0.625 3.814
C -1.055 -0.944 3.611
C -1.443 -2.078 2.892
H -2.723 -4.160 -0.942
H -2.994 -4.696 0.709
H -3.977 -2.595 1.360
H -4.503 -2.696 -0.296
H -0.734 0.301 -1.885
H -0.624 0.614 -4.322
H -2.464 -0.207 -5.760
H -4.413 -1.335 -4.759
H -4.560 -1.655 -2.342
H -3.707 1.720 -1.068
H -5.039 3.537 -0.073
H -5.918 3.323 2.223
H -5.487 1.274 3.537
H -4.173 -0.554 2.571
H 1.289 -3.474 -1.667
H 2.888 -5.201 -2.415
H 2.920 -7.413 -1.321
H 1.362 -7.921 0.524
H -0.245 -6.230 1.292
H 1.625 -2.999 1.781
H 2.329 -1.205 3.313
H 0.563 0.236 4.418
H -1.824 -0.311 4.039
H -2.495 -2.315 2.820
*
```

---

No. 7
Here is a structure of composition C33H28AuFN3O6PSe2 from the OMol25 dataset. Energies are from ωB97M-V/def2-TZVPD.

The value obtained for the gap between HOMO and LUMO (alpha / beta) is 3.60 / 3.60 eV. Its HOMO energy (alpha / beta) is -7.4 / -7.4 eV. The calculation puts the largest force on an atom at 2.711 eV/Å. The LUMO energy (alpha / beta) comes out at -3.8 / -3.8 eV.

The geometry in ORCA input format:
```
! RIJCOSX wB97M-V def2-TZVPD def2/J DEFGRID3
* xyz 0 1
Au -1.083 0.498 -1.155
Se 1.069 -1.117 -1.283
P 0.144 -1.344 -3.245
Se -1.808 -0.382 -3.322
C 1.258 -0.588 -4.472
C 2.619 -0.882 -4.406
C 3.490 -0.320 -5.323
C 3.011 0.551 -6.294
C 1.661 0.854 -6.351
C 0.778 0.283 -5.443
C 0.042 -3.109 -3.649
C 1.111 -3.940 -3.316
C 1.061 -5.286 -3.639
C -0.058 -5.807 -4.277
C -1.130 -4.983 -4.585
C -1.083 -3.631 -4.276
H 2.999 -1.528 -3.624
H 4.547 -0.548 -5.271
H 3.697 1.001 -7.001
H 1.285 1.546 -7.094
H -0.275 0.524 -5.478
H 1.963 -3.542 -2.779
H 1.891 -5.931 -3.380
H -0.099 -6.861 -4.519
H -2.013 -5.395 -5.058
H -1.923 -2.987 -4.498
F -3.668 2.649 -3.079
C -4.097 2.458 -1.832
C -4.462 1.241 -1.418
N -4.917 1.007 -0.146
C -5.084 -0.333 0.292
C -3.590 -0.955 0.608
O -3.388 -1.225 1.773
O -2.921 -1.030 -0.458
C -4.933 2.035 0.817
O -5.249 1.845 1.965
N -4.628 3.282 0.316
C -4.171 3.625 -0.955
O -3.907 4.761 -1.257
H -4.415 0.389 -2.081
H -5.490 -0.946 -0.508
H -5.669 -0.378 1.200
H -4.631 4.022 1.000
C 5.050 2.525 4.539
C 4.433 1.311 3.889
C 5.269 0.301 3.429
C 4.742 -0.791 2.762
C 3.378 -0.902 2.596
C 2.508 0.075 3.099
N 1.147 -0.160 2.892
C 0.029 0.357 3.560
C -0.026 0.177 4.943
C -1.138 0.556 5.669
C -2.231 1.124 5.032
C -2.196 1.311 3.665
C -1.081 0.947 2.909
C -1.187 1.200 1.436
O -2.259 1.589 0.943
O -0.158 1.010 0.662
C 3.044 1.225 3.714
C 2.169 2.398 4.092
H 6.113 2.364 4.718
H 4.571 2.759 5.492
H 4.950 3.404 3.896
H 6.340 0.384 3.577
H 5.399 -1.564 2.379
H 2.956 -1.763 2.089
H 0.935 -0.671 2.059
H 0.819 -0.295 5.430
H -1.169 0.365 6.735
H -3.112 1.399 5.597
H -3.051 1.726 3.148
H 1.703 2.271 5.072
H 1.369 2.526 3.366
H 2.749 3.317 4.111
*
```